Entry 1:
51
Properties=species:S:1:pos:R:3:forces:R:3 method="wB97M-V/def2-TZVPD" charge=-1 gap_ev=5.99 e_lumo_ev=1.021 spin_multiplicity=1
Pd 1.7134 1.4557 -0.5422 0.58 -0.68 0.84
S 4.0831 1.8667 -1.8222 -0.10 0.02 -0.01
Sb 2.3461 3.1104 -2.6600 0.13 0.61 -0.62
S 1.4352 3.8698 -0.6271 -0.17 -0.17 -0.03
S 0.6426 1.3337 -2.5721 -0.16 -0.10 0.18
S 2.3012 4.3865 -4.5046 0.03 -0.04 -0.03
C -4.1482 -1.4705 -0.2558 0.01 -0.06 -0.03
C -3.3958 -1.1169 1.0224 -0.02 0.01 0.04
C -1.9976 -1.7301 1.0800 -0.02 0.04 0.01
C -0.9983 -1.1643 0.0654 0.10 -0.07 -0.04
Ge -0.1744 0.5373 0.6261 -0.57 0.20 -0.16
C -1.4400 2.0465 0.8012 -0.02 -0.03 0.11
C -2.1022 2.5769 -0.4650 0.02 0.01 -0.01
C -3.0162 1.5720 -1.1525 0.00 0.11 -0.03
C -3.7006 2.1664 -2.3759 0.01 0.01 -0.01
H -5.1679 -1.0815 -0.2385 0.00 0.02 0.00
H -4.2055 -2.5550 -0.3798 -0.01 -0.01 0.02
H -3.6575 -1.0611 -1.1401 -0.05 -0.07 0.05
H -3.9711 -1.4686 1.8841 0.00 -0.01 0.00
H -3.3323 -0.0293 1.1191 0.01 -0.13 0.05
H -2.0981 -2.8094 0.9131 0.02 0.00 0.01
H -1.5902 -1.6203 2.0904 -0.02 0.00 0.01
H -1.4532 -1.0587 -0.9211 0.07 -0.02 0.01
H -0.1701 -1.8621 -0.0485 -0.01 0.00 0.00
H 0.3579 0.2947 2.0635 0.11 -0.01 -0.03
H -0.8577 2.8376 1.2815 -0.02 0.00 -0.04
H -2.2000 1.7308 1.5274 0.03 0.03 0.02
H -1.3306 2.8923 -1.1681 0.05 0.04 -0.02
H -2.6798 3.4769 -0.2205 -0.02 -0.02 0.01
H -3.7661 1.2003 -0.4430 0.05 0.11 -0.14
H -2.4225 0.7070 -1.4651 -0.04 0.08 0.02
H -4.3057 3.0346 -2.1024 0.00 -0.01 0.00
H -4.3544 1.4428 -2.8673 0.00 -0.01 0.00
H -2.9563 2.4969 -3.1030 0.00 0.01 0.00
C 4.6805 -1.3461 3.0419 0.00 -0.02 -0.01
C 4.1144 -0.0623 2.8806 -0.01 0.03 0.00
C 3.3117 0.2010 1.8090 0.01 -0.01 0.00
C 3.0347 -0.7888 0.8307 -0.03 -0.01 0.00
C 2.2136 -0.5175 -0.3019 0.08 0.18 -0.24
C 2.0340 -1.4935 -1.2421 -0.01 -0.04 0.02
C 2.6241 -2.7686 -1.0926 0.00 0.02 0.04
C 3.3933 -3.0562 -0.0020 0.00 -0.01 -0.01
C 3.6221 -2.0685 0.9863 0.00 -0.02 0.01
C 4.4387 -2.3205 2.1176 0.01 0.00 0.01
H 5.3122 -1.5510 3.8973 0.00 0.00 0.00
H 4.3208 0.7136 3.6068 0.00 0.00 0.00
H 2.8831 1.1951 1.7030 0.00 0.01 0.00
H 1.4372 -1.2884 -2.1221 0.01 0.02 -0.01
H 2.4639 -3.5183 -1.8586 0.00 0.00 0.00
H 3.8510 -4.0317 0.1171 -0.01 0.00 0.00
H 4.8774 -3.3061 2.2292 0.00 0.00 0.00

---

Entry 2:
58
Properties=species:S:1:pos:R:3:forces:R:3 method="wB97M-V/def2-TZVPD" charge=+2 gap_ev="6.67 / 5.57" e_lumo_ev="-7.799 / -8.133" spin_multiplicity=1
In 0.7772 0.0638 0.4057 -0.51 0.48 0.40
P -0.1521 -2.3225 -0.0901 -1.11 -0.51 0.24
C 0.7132 -3.2202 -1.3249 1.66 -1.55 0.15
C 1.3732 -2.4821 -2.3330 0.91 1.17 -1.43
N 1.7517 -1.1662 -2.0784 -1.77 0.04 -0.43
C 1.8729 -0.3164 -3.1135 0.83 -0.41 0.08
C 1.8970 -0.7631 -4.4465 -0.36 0.41 0.08
C 1.7383 -2.1324 -4.7154 0.33 0.98 -0.30
C 1.5317 -2.9914 -3.6680 -0.23 -0.24 1.45
C 2.0778 1.1775 -2.7947 -0.09 -0.71 0.04
P 2.4268 1.4215 -1.0187 -0.20 0.99 -0.56
H 1.4221 -4.0571 -3.7941 -0.20 -0.09 -0.28
H 2.0160 0.0082 -5.2250 -0.08 -0.73 0.26
H 1.7546 -2.4772 -5.7467 0.10 -0.07 0.25
H 2.9171 1.6118 -3.3689 -0.46 -0.16 0.10
H 1.1492 1.7314 -3.0185 0.36 -0.16 -0.10
H 3.1147 -3.7272 -0.2915 0.36 0.40 0.06
H 0.9029 -4.3407 -1.3007 -0.78 1.42 -0.03
H 3.8765 -1.8934 1.0001 0.06 -1.14 -1.00
O 3.5581 -3.6421 0.5717 -1.05 -1.56 -0.11
H 3.3100 -4.5317 0.9525 0.79 1.35 -0.04
H 2.5802 -0.7885 1.1759 0.38 -0.19 0.20
O 3.5897 -1.1007 1.4759 -0.14 0.30 1.54
H 3.5047 -1.4689 2.3912 0.04 0.63 -0.21
C 4.1883 1.0346 -0.8932 0.26 -0.06 0.36
H 4.7166 1.7972 -1.4756 -0.05 -0.18 -0.02
H 4.5595 1.1056 0.1382 -0.15 -0.10 -0.27
H 4.3990 0.0450 -1.3122 -0.02 0.16 0.12
C 2.3102 3.2273 -0.7998 0.10 0.32 0.16
H 2.2459 3.4765 0.2782 0.01 -0.07 -0.61
H 3.2153 3.7045 -1.2245 -0.49 -0.19 0.20
H 1.4184 3.6191 -1.3271 0.42 -0.23 0.38
C -1.7386 -2.0302 -0.9757 0.10 -0.14 0.03
H -2.0469 -3.0092 -1.3503 -0.22 0.12 0.10
H -2.5144 -1.5744 -0.3500 0.31 -0.11 -0.10
H -1.5320 -1.3975 -1.8416 -0.07 0.08 0.12
C -0.5352 -3.4564 1.3033 0.15 0.01 -0.13
H -1.1767 -2.9198 2.0298 0.35 -0.37 -0.35
H -1.0744 -4.3367 0.8993 0.24 0.46 0.30
H 0.4034 -3.7890 1.7943 -0.61 0.24 -0.23
O -0.1629 1.5235 2.0099 -0.90 -0.54 -1.31
C -1.2639 1.4332 1.3680 0.50 -0.14 -0.34
O -1.3259 0.8223 0.2206 1.17 0.06 0.98
C -2.5304 1.9612 1.9190 -0.55 -0.09 0.02
C -3.7347 1.3485 1.5202 -0.17 0.28 0.47
C -4.9161 1.7249 2.1793 1.71 0.44 0.08
C -4.9041 2.7760 3.1070 -0.02 -0.20 0.04
C -3.7043 3.4155 3.4247 0.47 -1.16 -1.21
C -2.4937 2.9866 2.8641 -0.36 0.00 -0.06
N -3.6902 4.5461 4.3185 -0.27 2.98 2.06
O -4.7747 4.9504 4.7844 2.00 -1.21 -1.08
O -2.5969 5.1047 4.5549 -1.89 -1.46 -0.67
N -6.1262 0.9533 1.9639 -3.02 -1.24 -0.07
O -6.0885 -0.0315 1.1921 0.33 2.09 1.46
O -7.1502 1.3020 2.5962 2.48 -0.66 -1.43
H -3.7274 0.5826 0.7409 -0.15 0.26 0.45
H -5.8200 3.0707 3.6002 -0.02 0.04 -0.02
H -1.5320 3.4411 3.0989 -0.42 -0.01 0.21

---

Entry 3:
55
Properties=species:S:1:pos:R:3:forces:R:3 method="wB97M-V/def2-TZVPD" gap_ev=8.93 e_lumo_ev=-0.102 spin_multiplicity=1
C -2.6001 2.0996 -3.1675 -0.11 0.22 0.02
N -2.0188 0.7720 -3.2174 0.28 0.26 -0.07
C -0.5731 0.7219 -3.1030 0.25 -0.20 0.10
C -0.0863 0.7608 -1.6554 -0.02 0.12 -0.04
C 1.4364 0.7270 -1.5582 -0.48 0.00 -0.20
N 1.9111 0.7655 -0.1918 0.50 -0.18 -0.15
C 2.1461 1.9322 0.4685 -1.06 0.16 0.24
O 1.5256 2.9604 0.2357 0.57 -0.12 -0.35
C 3.1183 1.8508 1.5631 0.73 -0.02 0.71
C 4.0962 0.9225 1.8448 -0.68 0.10 -0.59
N 4.8535 1.1606 2.9299 0.50 0.14 0.65
C 4.5095 2.2789 3.5078 -0.52 -0.03 -0.54
C 5.1343 2.8118 4.7708 0.27 0.00 0.15
O 4.7218 2.0596 5.8817 -0.17 0.18 0.12
C 5.7125 1.0783 6.1476 0.37 -0.10 -0.18
C 6.9434 1.5373 5.3386 -0.14 -0.32 0.19
O 6.5314 2.7442 4.7167 -0.01 0.25 -0.02
S 3.2097 3.1081 2.7390 0.13 -0.24 -0.05
C -2.8145 -0.3233 -3.2753 -0.52 -0.33 -0.21
O -4.0307 -0.2454 -3.3335 0.00 0.08 0.00
C -2.1309 -1.6848 -3.2583 0.21 0.07 0.82
C -3.0866 -2.8465 -3.0452 -0.31 0.13 -0.68
N -3.8886 -2.7663 -1.8365 0.32 0.61 -0.09
C -3.3970 -2.0673 -0.6544 0.12 -1.28 0.79
C -4.5563 -1.6779 0.2397 0.22 0.58 -0.49
O -5.2163 -2.8599 0.6116 -0.14 -0.14 0.33
C -5.8364 -3.4602 -0.5024 -0.04 0.07 -0.33
C -4.9861 -3.5554 -1.7717 -0.02 0.22 0.42
O -5.3297 -4.2855 -2.6798 -0.16 -0.19 -0.22
H -3.6785 2.0580 -3.2764 0.00 -0.23 0.00
H -2.3724 2.5851 -2.2162 0.04 0.02 0.00
H -2.2003 2.7162 -3.9747 0.06 -0.01 0.00
H -0.1801 -0.1644 -3.6049 -0.09 -0.01 0.02
H -0.1531 1.5701 -3.6490 -0.09 0.08 0.00
H -0.4439 1.6710 -1.1713 0.03 0.00 0.02
H -0.5047 -0.0801 -1.0943 0.01 -0.04 -0.03
H 1.8251 -0.1732 -2.0403 0.00 -0.08 0.13
H 1.8612 1.5626 -2.1185 -0.02 0.13 0.16
H 2.2099 -0.0897 0.2425 0.20 0.01 -0.11
H 4.3042 0.0410 1.2517 -0.05 0.03 -0.02
H 4.8469 3.8545 4.9281 -0.05 -0.05 -0.03
H 5.9261 1.0787 7.2155 -0.16 -0.01 0.03
H 5.3673 0.0905 5.8392 -0.02 0.01 -0.02
H 7.7841 1.7522 5.9969 0.06 0.09 -0.12
H 7.2384 0.8025 4.5890 -0.04 0.02 -0.02
H -1.5793 -1.8389 -4.1853 0.01 -0.05 -0.04
H -1.4028 -1.6695 -2.4386 0.19 -0.08 -0.27
H -3.7808 -2.8702 -3.8853 -0.06 -0.08 0.07
H -2.5367 -3.7904 -3.0786 0.12 -0.01 0.05
H -2.8468 -2.8207 -0.0672 0.21 0.25 0.10
H -2.6703 -1.2827 -0.8485 -0.46 0.30 -0.37
H -4.1947 -1.1631 1.1278 0.00 -0.23 0.17
H -5.2381 -0.9863 -0.2736 -0.01 -0.08 -0.10
H -6.1389 -4.4685 -0.2353 0.06 -0.03 0.09
H -6.7402 -2.9039 -0.7780 -0.04 0.01 -0.07

---

Entry 4:
55
Properties=species:S:1:pos:R:3:forces:R:3 method="wB97M-V/def2-TZVPD" charge=+2 gap_ev=8.92 e_lumo_ev=-5.271 spin_multiplicity=1
Tl 2.2431 0.3343 1.1059 -0.03 0.01 0.07
C 1.1064 -3.7958 1.3241 -0.02 -0.02 0.02
O 1.9543 -2.6824 1.4809 -0.03 0.08 0.00
C 2.7075 -2.7536 2.6957 0.03 -0.08 0.04
C 1.9871 -2.0754 3.8360 0.05 0.02 -0.06
O 1.9297 -0.6817 3.5498 0.00 0.01 0.04
C 1.1729 0.0591 4.5064 0.00 -0.01 0.00
C 1.4354 1.5246 4.2939 0.01 -0.01 -0.01
O 1.1019 1.8573 2.9481 0.00 -0.01 -0.01
C 1.1314 3.2681 2.7224 0.00 -0.01 0.01
H 1.6735 -4.6546 0.9548 0.01 0.00 0.01
H 0.5500 -2.3421 -1.4775 -0.04 -0.10 -0.01
H 0.6242 -4.0565 2.2709 -0.01 0.00 0.00
H 3.6590 -2.2566 2.5047 0.01 0.01 0.01
H 2.9269 -3.7922 2.9563 0.01 0.01 -0.02
H 2.5369 -2.2395 4.7678 -0.01 0.00 0.00
H 0.9736 -2.4744 3.9590 0.00 0.01 -0.01
H 1.4786 -0.2149 5.5201 -0.01 0.00 0.00
H 0.1088 -0.1688 4.3862 0.00 0.00 0.01
H 2.4873 1.7617 4.4848 0.00 0.00 0.00
H 0.8186 2.1046 4.9864 0.00 0.00 0.00
H 0.3915 3.7655 3.3518 0.00 0.00 0.00
H 0.8853 3.4341 1.6761 0.00 0.00 -0.01
H 2.1212 3.6769 2.9390 0.00 0.00 0.00
Se -2.6772 -4.2570 0.0528 -0.01 0.06 0.01
C -1.0537 -3.7948 0.2652 0.02 -0.11 -0.07
N 0.1000 -3.4498 0.3453 0.00 0.11 0.01
N -0.9019 0.5737 -5.3992 -0.02 0.03 -0.02
C -0.5215 -0.2349 -4.4191 0.02 0.01 0.00
C 0.8103 -0.7133 -4.3123 0.00 0.00 0.00
C 1.1689 -1.4700 -3.2417 -0.02 -0.02 -0.01
N 0.2709 -1.7945 -2.2859 0.02 0.04 -0.03
C -1.0230 -1.4111 -2.3880 0.03 0.00 0.05
C -1.4467 -0.6486 -3.4257 -0.02 0.00 0.01
H -0.2640 0.8519 -6.1261 0.01 0.00 0.01
H -1.8046 1.0284 -5.3546 -0.02 0.00 0.03
H 1.5478 -0.4684 -5.0633 0.00 0.00 0.00
H 2.1730 -1.8449 -3.1056 0.01 0.00 0.00
H -1.6835 -1.7504 -1.6029 -0.01 0.00 0.00
H -2.4814 -0.3483 -3.4948 0.00 0.00 0.00
N -4.2301 3.1631 -2.3253 0.01 0.01 -0.02
C -3.1516 2.4968 -2.7632 0.02 0.06 0.01
O -2.9990 2.1268 -3.9172 0.01 -0.05 -0.02
C -2.0938 2.1632 -1.7420 0.01 -0.02 0.01
C -0.7601 2.2966 -2.1071 -0.04 0.01 -0.02
C 0.2116 1.8580 -1.2300 0.00 0.01 0.01
N -0.0673 1.3002 -0.0475 0.04 -0.02 -0.07
C -1.3469 1.1939 0.3074 -0.02 0.01 0.02
C -2.3930 1.6171 -0.5022 0.02 0.00 0.01
H -4.9384 3.4210 -2.9955 0.00 -0.01 0.00
H -4.2587 3.5880 -1.4148 0.00 -0.01 0.01
H -0.4951 2.7201 -3.0663 0.01 0.00 0.00
H 1.2623 1.9522 -1.4870 0.00 -0.01 -0.01
H -1.5431 0.7531 1.2778 -0.01 -0.01 -0.01
H -3.4157 1.4839 -0.1747 -0.01 0.00 0.00

---

Relative energy (zero: lowest compared OMol25 entry of this formula, charge and spin), record by record: 62.8; 0.0; 74.3; 0.0 kJ/mol